1.
Density functional theory data (ωB97M-V/def2-TZVPD) for C46H33F7INO19P2S as an isolated structure.

- Kohn-Sham gap: 0.27816 Eh
- LUMO: -1.827 eV
- E_HOMO: -0.3453 Ha

Each line ends with the Löwdin charge.
Positions of all 110 atoms, in Å:
O1 2.567 0.556 -1.997  0.079
N1 2.194 0.835 -3.055  0.011
O2 2.977 1.899 -3.600  -0.287
C1 2.205 2.572 -4.575  -0.386
P1 1.414 4.143 -3.844  0.424
I1 3.279 4.452 -2.120  0.671
P2 2.084 6.142 -4.646  0.486
O3 1.580 7.221 -3.776  -0.471
S1 -0.247 4.093 -5.380  0.546
O4 0.391 3.714 -6.629  -0.350
O5 -0.848 5.405 -5.456  -0.347
C2 -1.557 2.788 -5.110  -0.493
F1 -2.244 2.705 -6.263  0.129
F2 -1.001 1.590 -4.894  0.119
C3 -2.582 3.098 -3.982  -0.367
F3 -2.022 3.779 -2.971  0.142
F4 -2.983 1.911 -3.482  0.138
C4 -3.885 3.821 -4.432  -0.565
F5 -4.511 4.207 -3.306  0.163
F6 -4.706 2.993 -5.056  0.197
F7 -3.656 4.897 -5.156  0.206
H1 1.452 1.851 -4.899  0.076
H2 2.857 2.810 -5.412  0.109
H3 0.540 4.184 -2.746  -0.024
H4 1.678 6.270 -5.989  0.008
H5 3.486 6.070 -4.595  -0.029
C5 -0.665 0.300 -1.598  -0.008
C6 -1.063 -0.968 -1.556  0.002
C7 -1.520 -1.585 -0.287  -0.388
O6 -1.887 -2.739 -0.237  0.105
C8 -1.514 -0.728 0.928  0.029
C9 -1.114 0.540 0.880  0.026
C10 -0.658 1.153 -0.393  -0.381
O7 -0.298 2.315 -0.441  0.081
H6 -0.330 0.769 -2.513  0.089
H7 -1.074 -1.600 -2.433  0.126
H8 -1.852 -1.194 1.845  0.122
H9 -1.103 1.181 1.753  0.122
C11 3.644 -4.497 0.626  0.023
C12 2.557 -3.985 0.057  0.034
C13 2.553 -2.603 -0.484  -0.357
O8 1.563 -2.134 -1.006  0.107
C14 3.805 -1.812 -0.363  0.030
C15 4.892 -2.325 0.208  0.032
C16 4.897 -3.707 0.745  -0.381
O9 5.886 -4.180 1.266  0.091
H10 3.672 -5.503 1.027  0.124
H11 1.634 -4.543 -0.042  0.126
H12 3.774 -0.807 -0.754  0.092
H13 5.814 -1.766 0.310  0.124
C17 3.469 -6.080 6.520  0.022
C18 3.985 -6.977 5.684  0.015
C19 4.599 -6.572 4.397  -0.381
O10 5.063 -7.394 3.634  0.102
C20 4.622 -5.123 4.072  0.021
C21 4.107 -4.224 4.908  0.026
C22 3.491 -4.630 6.197  -0.378
O11 3.023 -3.809 6.956  0.107
H14 3.018 -6.360 7.461  0.091
H15 3.981 -8.038 5.901  0.112
H16 5.077 -4.846 3.127  0.083
H17 4.111 -3.162 4.692  0.121
C23 -6.379 0.049 -1.473  0.032
C24 -5.300 -0.062 -2.248  0.025
C25 -4.640 -1.366 -2.481  -0.382
O12 -3.652 -1.461 -3.183  0.086
C26 -5.224 -2.559 -1.819  0.018
C27 -6.301 -2.458 -1.044  0.021
C28 -6.963 -1.147 -0.810  -0.374
O13 -7.946 -1.062 -0.104  0.108
H18 -6.880 1.019 -1.287  0.069
H19 -4.856 0.791 -2.741  0.096
H20 -4.724 -3.502 -2.001  0.123
H21 -6.743 -3.315 -0.550  0.120
C29 1.432 -9.899 6.738  0.022
C30 1.035 -11.168 6.716  0.027
C31 0.591 -11.858 7.954  -0.384
O14 0.232 -13.014 7.935  0.114
C32 0.607 -11.076 9.217  0.024
C33 1.004 -9.807 9.238  0.024
C34 1.447 -9.120 8.000  -0.363
O15 1.808 -7.961 8.019  0.088
H22 1.759 -9.378 5.847  0.117
H23 1.016 -11.755 5.806  0.124
H24 0.279 -11.597 10.107  0.123
H25 1.024 -9.218 10.146  0.123
C35 -9.663 5.221 -0.664  0.027
C36 -9.371 3.924 -0.708  0.030
C37 -7.974 3.450 -0.579  -0.338
O16 -7.707 2.263 -0.623  0.070
C38 -6.913 4.468 -0.398  0.028
C39 -7.203 5.765 -0.354  0.029
C40 -8.603 6.245 -0.483  -0.383
O17 -8.870 7.425 -0.441  0.116
H26 -10.676 5.591 -0.757  0.124
H27 -10.127 3.161 -0.839  0.126
H28 -5.900 4.096 -0.306  0.124
H29 -6.444 6.526 -0.224  0.125
C41 7.218 6.927 -0.992  0.023
C42 7.927 7.928 -1.505  0.021
C43 7.270 9.175 -1.978  -0.387
O18 7.917 10.085 -2.447  0.107
C44 5.793 9.259 -1.854  0.024
C45 5.084 8.258 -1.341  0.024
C46 5.742 7.015 -0.868  -0.408
O19 5.092 6.103 -0.402  -0.055
H30 7.675 6.010 -0.643  0.122
H31 9.004 7.887 -1.604  0.122
H32 5.334 10.175 -2.205  0.123
H33 4.006 8.297 -1.244  0.125

---

2.
Density functional theory data (ωB97M-V/def2-TZVPD) for C46H35BCl7N4O8ReS as an isolated structure.

- Kohn-Sham gap (alpha / beta): 0.19266 / 0.19394 Eh
- LUMO (alpha / beta): 1.862 / 1.862 eV
- 2S+1: 2
- Net charge: -1
- Energy relative to the best compared isomer or geometry (same formula, charge and spin): 0.332 eV
- ⟨S²⟩: 0.757
- E_HOMO (alpha / beta): -0.1242 / -0.1255 Ha

Each line ends with the Löwdin charge.
Positions of all 103 atoms, in Å:
Re1 1.787 0.454 0.887  1.390
O1 1.755 3.800 3.956  0.058
C1 2.792 4.480 3.429  -0.262
C2 3.287 5.562 4.162  -0.024
C3 4.351 6.302 3.688  -0.104
C4 4.948 5.981 2.471  -0.110
C5 4.456 4.915 1.743  -0.038
C6 3.380 4.153 2.198  -0.073
C7 2.872 3.019 1.390  -0.408
O2 1.951 2.271 1.944  -0.177
N1 3.326 2.839 0.188  0.093
N2 2.626 1.755 -0.390  -0.156
C8 2.488 1.842 -1.670  -0.080
C9 1.476 1.099 -2.396  -0.148
C10 1.507 1.104 -3.794  -0.071
C11 0.477 0.591 -4.561  -0.139
C12 -0.641 0.069 -3.906  -0.120
C13 -0.708 0.065 -2.529  -0.033
C14 0.332 0.581 -1.722  -0.350
O3 0.165 0.574 -0.427  -0.208
H1 1.586 3.035 3.353  0.066
H2 2.815 5.791 5.108  0.110
H3 4.724 7.134 4.273  0.094
H4 5.786 6.557 2.100  0.089
H5 4.892 4.640 0.793  0.103
H6 3.052 2.615 -2.186  0.120
H7 2.368 1.551 -4.282  0.108
H8 0.530 0.612 -5.642  0.094
H9 -1.467 -0.338 -4.481  0.085
H10 -1.580 -0.309 -2.007  0.072
Cl1 1.739 -2.103 7.404  0.641
C15 2.250 -1.542 5.852  -0.712
C16 3.587 -1.242 5.598  -0.700
Cl2 4.754 -1.442 6.857  0.650
C17 3.994 -0.781 4.352  -0.602
Cl3 5.644 -0.405 4.025  0.698
C18 3.071 -0.587 3.303  -0.377
O4 3.399 -0.142 2.137  -0.182
C19 1.736 -0.924 3.594  -0.203
O5 0.868 -0.808 2.522  0.034
C20 1.324 -1.383 4.823  -0.578
Cl4 -0.347 -1.778 5.041  0.771
Cl5 4.243 -3.074 -6.958  0.661
C21 3.043 -3.397 -5.741  -0.659
C22 2.432 -2.346 -5.082  -0.078
C23 1.468 -2.634 -4.131  0.004
C24 1.105 -3.944 -3.817  -0.169
C25 0.095 -4.134 -2.716  -0.281
C26 0.776 -4.503 -1.381  -0.055
N3 1.550 -3.387 -0.891  -0.060
C27 2.901 -3.191 -1.064  -0.045
C28 3.174 -1.958 -0.564  -0.078
N4 2.012 -1.402 -0.085  -0.073
C29 1.057 -2.286 -0.284  -0.101
O6 -0.859 -5.122 -3.068  -0.124
C30 -2.123 -4.906 -2.460  -0.159
C31 -2.845 -3.732 -3.045  -0.323
C32 -3.310 -2.670 -2.334  -0.969
Cl6 -3.087 -2.383 -0.657  0.706
S1 -4.116 -1.511 -3.307  0.995
C33 -3.826 -2.448 -4.713  -0.408
C34 -3.144 -3.588 -4.434  -0.125
C35 1.771 -4.972 -4.477  -0.571
Cl7 1.486 -6.647 -4.092  0.724
C36 2.727 -4.713 -5.446  -0.138
H11 2.696 -1.321 -5.304  0.104
H12 0.981 -1.812 -3.613  0.098
H13 -0.395 -3.161 -2.585  0.142
H14 1.450 -5.349 -1.512  0.119
H15 0.023 -4.788 -0.646  0.133
H16 3.524 -3.930 -1.535  0.123
H17 4.106 -1.427 -0.496  0.116
H18 0.018 -2.144 -0.028  0.138
H19 -2.024 -4.774 -1.378  0.096
H20 -2.689 -5.823 -2.629  0.138
H21 -4.171 -2.098 -5.672  0.067
H22 -2.844 -4.312 -5.178  0.119
H23 3.223 -5.528 -5.952  0.100
C37 -6.098 1.533 0.636  -0.074
C38 -5.544 2.571 1.613  -0.562
C39 -5.523 3.929 0.899  -0.051
C40 -6.487 2.648 2.821  -0.054
C41 -4.134 2.218 2.089  -0.174
C42 -3.476 3.075 2.973  -0.039
C43 -2.192 2.823 3.452  0.034
C44 -1.579 1.675 3.011  -0.174
O7 -0.331 1.199 3.313  0.205
B1 -0.212 0.060 2.516  -0.858
O8 -1.402 -0.262 1.862  0.189
C45 -2.218 0.811 2.136  -0.162
C46 -3.488 1.051 1.667  0.068
H24 -7.097 1.835 0.313  0.081
H25 -6.181 0.547 1.098  0.085
H26 -5.472 1.443 -0.253  0.084
H27 -6.533 4.209 0.589  0.080
H28 -4.889 3.889 0.012  0.091
H29 -5.139 4.717 1.547  0.074
H30 -7.515 2.823 2.491  0.079
H31 -6.206 3.458 3.493  0.075
H32 -6.462 1.717 3.390  0.089
H33 -3.971 3.981 3.299  0.103
H34 -1.687 3.501 4.125  0.123
H35 -3.944 0.357 0.980  0.098

---

| no. | electronic energy (eV) |
| --- | --- |
| 1 | -145152.213 |
| 2 | -171916.667 |